Here is C4Cl2F3N in the gas phase at a distorted geometry from OMol25. Energies are from ωB97M-V with the def2-TZVPD basis set.

## Properties
<S²>   2.047
2S+1   3
HOMO-LUMO gap (spin up / spin down)   7.82 / 7.45 eV

Cartesian coordinates (Å):
C 1.147 0.138 0.136
C 0.757 -0.181 -1.151
C 0.139 0.515 1.023
C -1.685 -0.197 -0.194
N -1.145 0.545 0.677
F 0.414 0.965 2.226
F -1.534 -1.502 -0.326
F -2.734 0.189 -0.863
Cl 2.800 0.365 0.690
Cl 1.840 -0.837 -2.217

Here is a molecular structure, C33H69Br26F3GaNO2P at a distorted geometry from OMol25. Energies are from ωB97M-V with the def2-TZVPD basis set.

## Properties
Charge   -1
HOMO-LUMO gap   4.76 eV

Cartesian coordinates (Å):
C 1.865 -0.324 7.361
C 1.268 0.723 6.453
C 2.347 1.734 6.107
C 0.569 0.056 5.255
C -0.313 0.992 4.482
C 1.545 -0.740 4.363
O 1.673 -0.352 3.028
Ga 3.223 0.481 2.400
P 4.356 -0.837 0.763
N 3.890 -2.479 1.049
O 5.971 -0.813 1.271
C 2.676 2.295 1.582
F 3.692 3.082 1.258
F 2.001 2.152 0.445
F 1.888 3.065 2.324
H 1.068 -0.952 7.707
H 2.349 0.163 8.174
H 2.558 -0.954 6.848
H 0.544 1.254 7.036
H 2.557 2.290 6.999
H 2.065 2.454 5.380
H 3.256 1.252 5.832
H -0.081 -0.671 5.708
H -1.159 0.447 4.135
H 0.167 1.446 3.648
H -0.711 1.761 5.103
H 1.178 -1.758 4.319
H 2.486 -0.800 4.874
H 4.246 0.629 3.620
H 3.955 -2.956 0.174
H 2.947 -2.499 1.394
H 6.397 -0.059 0.881
Br 0.711 -1.062 0.287
C 0.629 -1.685 -1.576
C 0.125 -0.728 -2.632
Br -1.823 -0.552 -2.593
H 0.021 -2.582 -1.552
H 1.665 -1.942 -1.785
H 0.346 -1.120 -3.622
H 0.537 0.271 -2.539
Br -2.181 2.861 -0.461
C -4.099 2.756 -0.899
C -4.420 3.037 -2.377
Br -4.393 4.945 -2.850
H -4.608 3.430 -0.220
H -4.370 1.728 -0.666
H -5.437 2.724 -2.602
H -3.727 2.547 -3.052
Br 3.698 5.407 6.769
C 2.391 6.026 5.467
C 0.994 5.987 6.021
Br 0.276 4.168 6.045
H 2.510 5.410 4.581
H 2.683 7.049 5.238
H 0.346 6.530 5.383
H 0.922 6.369 7.034
Br -7.719 2.180 -0.181
C -8.879 3.030 -1.491
C -9.136 2.126 -2.665
Br -7.594 2.057 -3.846
H -8.403 3.961 -1.775
H -9.805 3.242 -0.963
H -9.951 2.511 -3.273
H -9.354 1.107 -2.372
Br 2.293 5.519 1.032
C 0.455 6.056 0.700
C 0.202 7.428 1.163
Br 0.024 7.477 3.074
H -0.176 5.349 1.188
H 0.322 5.987 -0.377
H -0.723 7.782 0.792
H 0.992 8.119 0.897
Br -5.301 -1.212 -1.760
C -4.524 -2.964 -1.437
C -5.140 -3.623 -0.234
Br -4.463 -2.854 1.422
H -3.454 -2.816 -1.341
H -4.730 -3.541 -2.336
H -4.869 -4.674 -0.198
H -6.217 -3.527 -0.208
Br 6.826 -3.095 -0.721
C 6.642 -3.734 -2.548
C 5.995 -2.706 -3.436
Br 4.074 -2.617 -3.140
H 6.079 -4.659 -2.509
H 7.655 -3.942 -2.885
H 6.108 -2.979 -4.482
H 6.386 -1.708 -3.276
Br 3.098 -4.955 -5.763
C 1.970 -3.774 -6.826
C 1.177 -2.834 -5.963
Br -0.330 -3.728 -5.117
H 1.356 -4.413 -7.448
H 2.657 -3.217 -7.459
H 0.740 -2.044 -6.568
H 1.767 -2.394 -5.166
Br -7.258 -5.743 1.560
C -9.183 -5.711 1.296
C -9.534 -5.457 -0.144
Br -9.284 -3.587 -0.622
H -9.578 -4.957 1.966
H -9.536 -6.691 1.606
H -10.586 -5.663 -0.322
H -8.930 -6.038 -0.830
Br 1.440 -6.094 -9.510
C 3.198 -6.816 -9.089
C 3.794 -7.544 -10.261
Br 2.986 -9.298 -10.510
H 3.076 -7.445 -8.216
H 3.806 -5.955 -8.828
H 4.849 -7.736 -10.090
H 3.671 -7.009 -11.196
Br 2.852 -0.871 -9.649
C 4.651 -1.535 -9.322
C 5.231 -2.199 -10.541
Br 4.467 -3.968 -10.812
H 4.588 -2.204 -8.472
H 5.237 -0.661 -9.050
H 6.298 -2.360 -10.411
H 5.058 -1.641 -11.452
Br 2.806 9.081 7.766
C 1.856 10.462 6.778
C 1.544 10.021 5.375
Br 3.114 10.086 4.230
H 2.471 11.354 6.814
H 0.937 10.634 7.332
H 0.825 10.691 4.913
H 1.169 9.006 5.328
Br -2.476 -1.838 5.163
C -1.636 -3.578 4.961
C -2.186 -4.580 5.937
Br -1.484 -4.301 7.732
H -0.569 -3.422 5.070
H -1.854 -3.884 3.941
H -1.879 -5.586 5.663
H -3.266 -4.540 6.015

Here is a molecular structure, C22H11CrF16N4O5S6 at a distorted geometry from OMol25. Energies are from ωB97M-V with the def2-TZVPD basis set.

## Properties
<S²>   0.827
2S+1   2
Charge   -2
HOMO-LUMO gap (spin up / spin down)   6.36 / 6.32 eV

Cartesian coordinates (Å):
Cr -0.215 -0.253 -0.700
C 0.044 0.360 2.446
N 0.304 1.052 1.193
C 1.703 1.399 1.030
C 2.536 0.149 0.929
N 1.863 -0.825 0.084
C 2.505 -2.020 -0.031
C 1.959 -3.081 -0.804
F 0.827 -2.884 -1.496
C 2.524 -4.327 -0.945
F 1.907 -5.249 -1.705
C 3.717 -4.652 -0.328
F 4.260 -5.884 -0.445
C 4.316 -3.664 0.409
F 5.494 -3.920 1.021
C 3.749 -2.406 0.541
F 4.530 -1.544 1.255
C -0.562 2.215 1.016
C -1.967 1.736 0.779
N -1.891 0.587 -0.103
C -3.065 -0.021 -0.438
C -4.316 0.269 -0.061
F -4.652 1.293 0.783
C -5.466 -0.389 -0.644
F -6.671 -0.034 -0.150
C -5.387 -1.236 -1.652
F -6.527 -1.703 -2.201
C -4.075 -1.589 -2.277
F -2.908 -3.518 -3.071
C -2.856 -1.261 -1.337
F -1.075 -1.944 -2.815
H 0.197 1.035 3.303
H 0.707 -0.497 2.537
H -0.976 -0.020 2.459
H 2.071 2.029 1.857
H 1.785 1.972 0.113
H 2.717 -0.252 1.935
H 3.514 0.452 0.542
H -0.203 2.757 0.147
H -0.525 2.891 1.885
H -2.567 2.547 0.355
H -2.440 1.454 1.727
F 2.268 -1.838 -5.019
C 2.224 -0.515 -4.880
F 3.242 0.015 -5.567
F 1.089 -0.062 -5.390
S 2.376 -0.087 -3.106
O 1.105 -0.523 -2.575
O 3.609 -0.684 -2.711
N 2.499 1.494 -3.115
S 1.206 2.372 -2.883
O 0.382 1.912 -1.779
O 0.537 2.809 -4.071
C 2.023 3.885 -2.256
F 2.700 4.490 -3.229
F 2.858 3.643 -1.251
F 1.072 4.715 -1.820
O -5.076 -3.642 -3.131
C -4.117 -3.029 -2.813
S -3.855 -0.596 -3.852
C -1.586 -0.856 -2.116
C -2.525 -2.390 -0.332
S -1.059 -2.167 0.493
S -3.591 -3.622 -0.052
S -2.105 0.404 -3.282

Here is C2H4BrN3S in the gas phase at a distorted geometry from OMol25. Energies are from ωB97M-V with the def2-TZVPD basis set.

## Properties
HOMO-LUMO gap (spin up / spin down)   7.91 / 7.91 eV

Cartesian coordinates (Å):
H -0.927 -0.272 -2.674
N -0.869 -0.666 -1.720
C -0.435 -0.054 -0.768
C 0.090 -0.657 0.574
N 1.197 0.431 1.092
Br 2.962 -0.158 -0.302
N 0.769 1.588 0.826
S -0.163 1.903 -0.570
H -0.680 -0.808 1.229
H 0.715 -1.556 0.547
H 1.301 2.424 1.089

Here is 2 unconnected molecules or ions with the total composition C5H11N2O at a distorted geometry from OMol25. Energies are from ωB97M-V with the def2-TZVPD basis set.

## Properties
Charge   +1
HOMO-LUMO gap   9.30 eV

Cartesian coordinates (Å):
C -1.094 -1.342 -0.339
C -0.536 1.301 0.693
C 0.797 0.733 0.997
C 0.202 0.375 -0.306
C 0.669 0.650 -1.627
N -1.612 -1.540 -1.468
N 1.030 -0.260 2.083
O -1.108 -1.868 0.711
H -1.407 0.848 1.074
H -0.663 2.336 0.461
H 1.778 1.266 1.042
H 1.456 -0.091 -2.040
H 1.154 1.595 -1.658
H -0.118 0.640 -2.494
H -1.258 -0.934 -2.253
H -2.323 -2.166 -1.742
H 0.147 -0.755 2.184
H 1.198 0.232 2.855
H 1.688 -1.018 1.827

One value per record, in order, for calculated total energy: -38830.5944; -1931851.4341; -176102.8035; -87483.2986; -10381.5630 eV.